Computed, not measured: an isolated ion of composition C6H20N5 and charge +1 at a distorted geometry, with ωB97M-V/def2-TZVPD.

Positions of all 31 atoms, in Å:
C1 -3.01 1.50 0.49
C2 -2.24 0.89 -0.57
N1 -1.00 0.46 0.13
C3 -0.22 -0.54 -0.47
N2 0.29 -0.18 -1.81
N3 -0.78 -1.84 -0.67
C4 -1.17 -2.65 0.50
N4 1.13 -0.63 0.44
N5 2.18 0.13 -0.05
C5 3.44 -0.49 0.37
C6 2.14 1.69 0.24
H1 -2.43 2.43 0.92
H2 -3.87 1.99 0.05
H3 -3.22 0.81 1.31
H4 -2.75 0.01 -0.91
H5 -1.92 1.58 -1.31
H6 -1.23 0.41 1.15
H7 -0.05 0.77 -2.00
H8 0.05 -0.79 -2.54
H9 -0.18 -2.51 -1.20
H10 -1.77 -3.49 0.24
H11 -0.20 -2.93 1.00
H12 -1.76 -1.95 1.05
H13 0.91 -0.45 1.40
H14 1.92 -0.01 -1.10
H15 3.62 -0.14 1.32
H16 3.27 -1.60 0.35
H17 4.34 -0.24 -0.18
H18 1.50 2.17 0.94
H19 3.12 2.01 0.53
H20 1.94 2.36 -0.59

Calculated values
F_max: 4.0 eV/A
gap between HOMO and LUMO: 10.4 eV
structure (SMILES): CCN[C@](N)(NC)N[NH+](C)C
LUMO energy: -2.417 eV
highest occupied orbital energy: -12.8 eV
total charge: +1
spin multiplicity: 1

Mulliken population analysis, charges in e, atoms 1 to 8: number 1, C, carries -1.373; number 2, C, carries -0.239; number 3, N, carries -0.324; number 4, C, carries 0.473; number 5, N, carries -0.723; number 6, N, carries -0.397; number 7, C, carries -0.888; number 8, N, carries -0.679

Computed, not measured: a 2-piece molecular cluster, C4H6O3Si overall at a distorted geometry, with ωB97M-V/def2-TZVPD.

Positions of all 14 atoms, in Å:
C1 -1.60 -1.59 -1.02
C2 -1.66 -0.16 -0.64
C3 -1.43 -2.57 -0.21
C4 -1.53 0.43 0.55
O1 -1.34 -3.49 0.45
O2 4.41 0.42 -0.42
O3 2.74 -1.13 0.91
Si1 3.74 -1.11 -0.38
H1 -1.45 -1.93 -2.12
H2 -1.79 0.41 -1.48
H3 -1.58 -0.24 1.36
H4 -1.54 1.45 0.71
H5 4.21 1.14 0.17
H6 1.97 -0.63 1.04

Calculated values
F_max: 3.3 eV/A
gap between HOMO and LUMO: 9.1 eV
LUMO energy: 0.400 eV
highest occupied orbital energy: -8.7 eV
spin multiplicity: 1

Mulliken population analysis, charges in e, atoms 1 to 8: number 1, C, carries -0.656; number 2, C, carries -0.004; number 3, C, carries 0.786; number 4, C, carries -0.933; number 5, O, carries -0.314; number 6, O, carries -0.413; number 7, O, carries -0.371; number 8, Si, carries 0.156

Computed, not measured: one molecule with the formula C5H8N2 at a distorted geometry, with ωB97M-V/def2-TZVPD.

Positions of all 15 atoms, in Å:
C1 1.68 -1.06 -0.66
C2 0.25 -0.58 -0.59
C3 -0.70 -1.12 0.39
N1 -0.11 0.15 0.67
C4 -1.08 1.23 0.77
C5 -0.47 2.40 0.18
N2 -0.03 3.33 -0.34
H1 2.01 -1.42 0.32
H2 2.32 -0.23 -0.97
H3 1.82 -1.88 -1.38
H4 -0.16 -0.31 -1.57
H5 -1.74 -1.12 0.06
H6 -0.41 -1.89 1.08
H7 -2.02 1.03 0.24
H8 -1.35 1.47 1.82

Calculated values
F_max: 1.8 eV/A
gap between HOMO and LUMO: 10.7 eV
structure (SMILES): C[C@H]1CN1CC#N
LUMO energy: 0.912 eV
highest occupied orbital energy: -9.8 eV
spin multiplicity: 1

Mulliken population analysis, charges in e, atoms 1 to 8: number 1, C, carries -1.330; number 2, C, carries 0.399; number 3, C, carries -0.632; number 4, N, carries -0.303; number 5, C, carries -0.337; number 6, C, carries 0.229; number 7, N, carries -0.410; number 8, H, carries 0.324

Computed, not measured: C13H16MnSi as an isolated structure, with ωB97M-V/def2-TZVPD.

Positions of all 31 atoms, in Å:
Mn1 -0.66 1.24 -0.15
C1 0.32 1.27 1.84
C2 0.94 0.25 1.05
C3 1.60 0.87 -0.03
C4 1.38 2.27 0.07
C5 0.61 2.52 1.23
H1 -0.22 1.12 2.76
H2 0.93 -0.81 1.27
H3 2.17 0.37 -0.80
H4 1.75 3.02 -0.61
H5 0.29 3.49 1.59
C6 -2.49 -1.93 0.01
Si1 -2.58 -0.12 0.37
C7 -3.64 0.33 1.82
C8 -2.97 0.97 -1.13
C9 -4.23 1.58 -1.28
C10 -4.51 2.36 -2.38
C11 -3.54 2.62 -3.34
C12 -2.27 2.10 -3.20
C13 -2.00 1.28 -2.10
H6 -3.50 -2.31 -0.21
H7 -2.11 -2.49 0.88
H8 -1.86 -2.15 -0.84
H9 -4.68 0.08 1.63
H10 -3.58 1.39 2.06
H11 -3.33 -0.24 2.70
H12 -5.00 1.41 -0.54
H13 -5.50 2.78 -2.50
H14 -3.78 3.24 -4.20
H15 -1.49 2.30 -3.93
H16 -1.01 0.79 -2.13

Calculated values
F_max: 0.5 eV/A
gap between HOMO and LUMO (spin up / spin down): 7.7 / 8.3 eV
LUMO energy (spin up / spin down): -4.406 / -3.742 eV
highest occupied orbital energy (spin up / spin down): -12.1 / -12.1 eV
total charge: +1
spin multiplicity: 5

Mulliken population analysis, charges in e, atoms 1 to 8: number 1, Mn, carries 0.358; number 2, C, carries -0.427; number 3, C, carries -0.411; number 4, C, carries -0.507; number 5, C, carries -0.529; number 6, C, carries -0.577; number 7, H, carries 0.523; number 8, H, carries 0.446

Computed, not measured: one molecule with the formula C2H7N5O at a distorted geometry, with ωB97M-V/def2-TZVPD.

Positions of all 15 atoms, in Å:
H1 1.11 -0.71 -1.70
N1 1.34 0.33 -1.88
C1 0.46 1.03 -1.34
N2 0.33 2.37 -1.77
N3 -0.24 0.74 -0.08
N4 -0.11 -0.55 0.28
C2 -0.97 -1.00 1.15
N5 -0.78 -2.31 1.52
O1 0.64 -2.67 1.38
H2 0.10 3.15 -1.19
H3 1.15 2.58 -2.42
H4 -1.10 1.47 0.18
H5 -1.77 -0.33 1.67
H6 -1.24 -2.40 2.44
H7 1.10 -1.70 1.76

Calculated values
F_max: 4.9 eV/A
gap between HOMO and LUMO: 8.9 eV
structure (SMILES): [H]/N=C(/N)N/N=C/NO
LUMO energy: 0.589 eV
highest occupied orbital energy: -8.3 eV
spin multiplicity: 1

Mulliken population analysis, charges in e, atoms 1 to 8: number 1, H, carries 0.304; number 2, N, carries -0.654; number 3, C, carries 0.336; number 4, N, carries -0.475; number 5, N, carries -0.159; number 6, N, carries -0.369; number 7, C, carries -0.034; number 8, N, carries -0.161

Computed, not measured: Cl2FLi2 as an isolated structure at a distorted geometry, with ωB97M-V/def2-TZVPD.

Positions of all 5 atoms, in Å:
Li1 -0.54 0.05 0.07
Li2 2.04 -0.14 -1.29
Cl1 -0.70 -2.41 0.00
Cl2 -2.19 1.60 1.07
F1 1.40 0.90 0.16

Calculated values
F_max: 2.3 eV/A
gap between HOMO and LUMO: 5.6 eV
LUMO energy: 1.183 eV
highest occupied orbital energy: -4.4 eV
total charge: -1
spin multiplicity: 1

Mulliken charges, unit e, in atom order: number 1, Li, carries 0.819; number 2, Li, carries 0.881; number 3, Cl, carries -0.895; number 4, Cl, carries -0.929; number 5, F, carries -0.876

Computed, not measured: H10LiO5 as an isolated structure at a distorted geometry, with ωB97M-V/def2-TZVPD.

Positions of all 16 atoms, in Å:
Li1 0.02 -0.15 0.33
O1 -2.07 -0.16 0.10
H1 -1.96 -0.68 -0.77
H2 -2.82 0.50 0.06
O2 0.57 2.09 -0.06
H3 1.48 2.22 -0.51
H4 -0.08 2.48 -0.72
O3 1.70 -1.16 0.30
H5 2.16 -1.95 -0.30
H6 2.28 -1.17 0.96
O4 0.13 0.41 2.27
H7 0.25 0.08 3.12
H8 0.04 1.37 2.32
O5 -0.20 -1.03 -2.21
H9 -0.60 -2.05 -2.05
H10 -0.90 -0.79 -2.84

Calculated values
F_max: 7.5 eV/A
gap between HOMO and LUMO: 12.4 eV
LUMO energy: -3.469 eV
highest occupied orbital energy: -15.8 eV
total charge: +1
spin multiplicity: 1

Mulliken population analysis, charges in e, atoms 1 to 8: number 1, Li, carries 0.945; number 2, O, carries -0.666; number 3, H, carries 0.371; number 4, H, carries 0.319; number 5, O, carries -0.657; number 6, H, carries 0.345; number 7, H, carries 0.338; number 8, O, carries -0.594

Computed, not measured: a 2-piece molecular cluster, C2H6N2 overall at a distorted geometry, with ωB97M-V/def2-TZVPD.

Positions of all 10 atoms, in Å:
C1 1.92 0.36 1.14
N1 1.10 0.30 2.17
H1 2.72 1.12 1.14
H2 1.93 -0.43 0.31
H3 1.02 1.30 2.54
C2 -2.12 -0.54 -1.57
N2 -0.88 -0.12 -1.62
H4 -2.62 -0.58 -2.61
H5 -2.67 -0.83 -0.69
H6 -0.39 -0.57 -0.82

Calculated values
F_max: 4.1 eV/A
gap between HOMO and LUMO: 10.9 eV
structure (SMILES): C=N.C=N
LUMO energy: 0.955 eV
highest occupied orbital energy: -10.0 eV
spin multiplicity: 1

Mulliken population analysis, charges in e, atoms 1 to 8: number 1, C, carries -0.222; number 2, N, carries -0.478; number 3, H, carries 0.231; number 4, H, carries 0.225; number 5, H, carries 0.252; number 6, C, carries -0.237; number 7, N, carries -0.484; number 8, H, carries 0.218

Computed, not measured: an isolated ion of composition C4H9N2 and charge +1 at a distorted geometry, with ωB97M-V/def2-TZVPD.

Positions of all 15 atoms, in Å:
C1 2.77 0.08 0.02
C2 0.97 0.33 0.03
C3 -0.44 0.06 -1.02
N1 -1.32 1.26 -0.74
N2 -1.60 0.15 -0.30
C4 -2.49 -0.59 0.52
H1 3.26 0.72 -0.69
H2 3.02 -1.02 0.02
H3 2.89 0.31 1.07
H4 0.58 -0.31 0.82
H5 0.77 1.45 0.37
H6 -0.43 -0.33 -2.12
H7 -1.77 -1.25 1.03
H8 -3.22 -1.08 -0.09
H9 -2.98 0.20 1.07

Calculated values
F_max: 5.9 eV/A
gap between HOMO and LUMO: 9.8 eV
structure (SMILES): CC[C@@H]1N=[N+]1C
LUMO energy: -6.021 eV
highest occupied orbital energy: -15.9 eV
total charge: +1
spin multiplicity: 1

Mulliken population analysis, charges in e, atoms 1 to 8: number 1, C, carries -0.854; number 2, C, carries -0.666; number 3, C, carries 0.178; number 4, N, carries -0.503; number 5, N, carries 0.587; number 6, C, carries -0.592; number 7, H, carries 0.330; number 8, H, carries 0.303

Computed, not measured: C16H26IMoOP2 as an isolated structure at a distorted geometry, with ωB97M-V/def2-TZVPD.

Positions of all 47 atoms, in Å:
C1 0.58 0.11 -4.95
I1 2.58 0.14 -4.45
H1 0.52 0.01 -6.03
H2 0.14 1.05 -4.61
H3 0.11 -0.75 -4.45
Mo1 0.33 0.06 0.05
P1 0.57 2.31 -0.76
C2 -0.68 3.37 0.09
C3 2.13 2.75 0.11
H4 2.39 3.80 -0.06
H5 0.80 4.32 -2.16
H6 2.92 2.11 -0.29
H7 1.74 2.94 -2.81
H8 -0.52 3.32 1.18
H9 2.02 2.56 1.18
C4 0.79 3.23 -2.34
H10 -0.60 4.42 -0.25
H11 -0.03 2.99 -3.03
H12 -1.68 2.98 -0.14
P2 0.49 -2.11 -0.83
C5 -0.85 -3.11 -0.10
C6 0.75 -2.98 -2.42
H13 2.86 -2.05 -0.22
H14 2.21 -3.72 -0.14
H15 1.86 -2.56 1.17
C7 2.00 -2.67 0.08
H16 1.70 -2.68 -2.89
H17 0.76 -4.07 -2.25
H18 -0.65 -4.17 -0.23
H19 -1.79 -2.85 -0.61
H20 -0.07 -2.75 -3.11
H21 -0.97 -2.89 0.96
C8 -2.78 0.00 -0.91
O1 -3.73 -0.27 -1.53
C9 -1.80 0.38 -0.08
C10 -1.41 -0.07 1.16
C11 -1.31 -0.06 2.55
C12 -2.25 0.52 3.45
C13 -2.13 0.26 4.81
C14 -1.13 -0.60 5.29
C15 -0.13 -1.06 4.42
C16 -0.17 -0.72 3.07
H22 -2.99 1.21 3.04
H23 -2.86 0.69 5.49
H24 -1.08 -0.82 6.36
H25 0.66 -1.70 4.79
H26 0.71 -0.91 2.41

Calculated values
F_max: 4.7 eV/A
gap between HOMO and LUMO (spin up / spin down): 4.6 / 4.8 eV
LUMO energy (spin up / spin down): -12.470 / -12.247 eV
highest occupied orbital energy (spin up / spin down): -17.1 / -17.1 eV
total charge: +3
spin multiplicity: 3

Mulliken population analysis, charges in e, atoms 1 to 8: number 1, C, carries -0.455; number 2, I, carries 0.050; number 3, H, carries 0.390; number 4, H, carries 0.107; number 5, H, carries 0.006; number 6, Mo, carries -0.205; number 7, P, carries 1.140; number 8, C, carries -1.219

> What is the F_max in the first record?

4.0 eV/A